(1)
C34H38AlGe2N8S2 as an isolated structure. Source: the OMol25 dataset; level of theory: ωB97M-V/def2-TZVPD.

Each line ends with the Löwdin charge.
Positions of all 85 atoms, in Å:
1 Al 0.173 0.105 0.914  0.09
2 C -3.488 0.563 5.114  -0.35
3 S -3.685 0.916 3.360  0.94
4 C -2.121 0.562 2.746  -1.05
5 S -1.948 0.889 1.039  0.79
6 N -1.192 0.084 3.525  -0.01
7 N -0.029 -0.156 2.863  -0.07
8 C 0.939 -0.717 3.486  0.02
9 C 2.131 -0.975 2.690  -0.22
10 C 3.278 -1.548 3.201  0.03
11 C 4.363 -1.730 2.352  0.00
12 C 4.252 -1.351 1.025  0.00
13 C 3.062 -0.798 0.583  -0.09
14 N 2.024 -0.598 1.396  0.06
15 H -4.456 0.780 5.561  0.05
16 H -2.731 1.206 5.552  0.05
17 H -3.236 -0.482 5.273  0.04
18 H 0.869 -0.987 4.533  0.16
19 H 3.319 -1.840 4.242  0.14
20 H 5.279 -2.169 2.725  0.13
21 H 5.069 -1.480 0.329  0.13
22 H 2.932 -0.502 -0.450  0.10
23 C 2.158 -1.938 -2.667  -0.24
24 Ge 0.363 -2.698 -2.459  0.71
25 C 0.377 -4.654 -2.556  -0.22
26 C -0.764 -1.901 -3.846  -0.23
27 Ge -0.568 -2.378 -0.185  0.96
28 C -2.486 -2.563 -0.030  -0.36
29 C -3.198 -3.046 -1.129  -0.12
30 C -4.570 -3.245 -1.060  -0.06
31 C -5.251 -2.953 0.111  -0.05
32 C -4.557 -2.469 1.215  -0.06
33 C -3.189 -2.277 1.144  -0.15
34 C 0.383 -3.352 1.201  -0.36
35 C 1.693 -3.776 0.966  -0.14
36 C 2.383 -4.518 1.912  -0.07
37 C 1.775 -4.833 3.121  -0.06
38 C 0.474 -4.417 3.373  -0.06
39 C -0.220 -3.687 2.418  -0.10
40 H 2.466 -2.078 -3.705  0.04
41 H 2.903 -2.420 -2.034  0.01
42 H 2.151 -0.862 -2.476  0.00
43 H 0.816 -4.959 -3.508  0.04
44 H -0.639 -5.045 -2.506  0.03
45 H 0.958 -5.096 -1.748  0.02
46 H -0.540 -2.416 -4.783  0.04
47 H -0.522 -0.847 -3.986  0.01
48 H -1.833 -1.989 -3.658  0.02
49 H -2.687 -3.290 -2.055  0.07
50 H -5.103 -3.626 -1.921  0.12
51 H -6.322 -3.100 0.168  0.12
52 H -5.088 -2.238 2.130  0.11
53 H -2.676 -1.888 2.016  0.07
54 H 2.175 -3.553 0.019  0.08
55 H 3.386 -4.869 1.702  0.12
56 H 2.307 -5.421 3.858  0.12
57 H -0.009 -4.683 4.304  0.12
58 H -1.247 -3.405 2.613  0.09
59 C -0.937 1.409 -1.989  -0.02
60 C 0.349 1.878 -1.416  -0.29
61 N 0.924 1.408 -0.299  0.03
62 C 2.069 2.165 -0.078  -0.07
63 C 2.175 3.080 -1.061  0.01
64 N 1.101 2.875 -1.906  0.03
65 C 0.746 3.765 -3.018  -0.05
66 N -0.081 4.833 -2.578  -0.06
67 N -1.365 4.546 -2.210  0.06
68 N -1.894 5.579 -1.702  0.10
69 C -0.970 6.605 -1.699  -0.22
70 C -1.083 7.926 -1.255  0.01
71 C 0.031 8.721 -1.381  -0.06
72 C 1.229 8.228 -1.939  -0.06
73 C 1.354 6.933 -2.387  -0.02
74 C 0.220 6.130 -2.251  -0.17
75 H -1.086 0.348 -1.788  0.05
76 H -0.974 1.562 -3.065  0.09
77 H -1.759 1.988 -1.564  0.07
78 H 2.709 2.013 0.773  0.12
79 H 2.901 3.854 -1.241  0.14
80 H 0.234 3.184 -3.780  0.14
81 H 1.666 4.162 -3.436  0.15
82 H -2.011 8.292 -0.838  0.12
83 H -0.004 9.752 -1.056  0.11
84 H 2.075 8.898 -2.022  0.11
85 H 2.277 6.580 -2.830  0.11

Its net charge is +2. The HOMO energy (spin up / spin down) comes out at -12.946 / -13.119 eV. Its multiplicity is 2. The value obtained for the strongest force on any atom is 0.17 eV/A. For the energy relative to the best compared isomer or geometry (same formula, charge and spin), the calculation gives 0.096 eV. The lowest unoccupied orbital energy (spin up / spin down) is -6.710 / -7.905 eV.

***

(2)
A 2-piece molecular cluster, C34H38BNO2S overall in a non-equilibrium geometry. Source: the OMol25 dataset; level of theory: ωB97M-V/def2-TZVPD.

Each line ends with the Löwdin charge.
Positions of all 77 atoms, in Å:
1 C -3.302 2.517 -0.447  -0.06
2 C -2.041 1.740 -0.116  -0.29
3 C -1.455 1.745 1.167  -0.06
4 C -0.375 0.887 1.451  -0.07
5 C 0.285 0.212 0.430  -0.08
6 B 1.704 -0.565 0.666  -0.95
7 C 2.630 0.733 1.179  -0.34
8 C 3.219 1.121 2.370  -0.15
9 C 4.327 2.017 2.151  -0.17
10 C 4.627 2.250 0.824  -0.61
11 C 5.848 2.922 0.306  -0.13
12 S 3.367 1.585 -0.151  1.09
13 O 1.768 -1.722 1.496  0.07
14 C 2.264 -2.799 0.678  -0.45
15 C 3.250 -3.607 1.497  -0.03
16 C 1.098 -3.724 0.337  -0.02
17 C 2.944 -2.021 -0.601  -0.46
18 C 4.396 -1.658 -0.314  -0.03
19 C 2.758 -2.618 -1.991  -0.01
20 O 2.213 -0.810 -0.659  -0.07
21 C -0.274 0.215 -0.846  -0.02
22 C -1.394 1.009 -1.121  -0.05
23 H -3.401 2.577 -1.539  0.07
24 H -4.230 2.061 -0.073  0.05
25 H -3.243 3.536 -0.046  0.08
26 H -1.900 2.358 1.960  0.11
27 H -0.021 0.732 2.466  0.09
28 H 2.903 0.802 3.359  0.09
29 H 4.975 2.442 2.911  0.09
30 H 6.395 3.347 1.157  0.07
31 H 6.549 2.230 -0.188  0.07
32 H 5.565 3.712 -0.404  0.07
33 H 3.496 -4.543 0.975  0.09
34 H 4.180 -3.071 1.704  0.07
35 H 2.792 -3.854 2.459  0.09
36 H 1.426 -4.752 0.126  0.08
37 H 0.436 -3.761 1.206  0.08
38 H 0.515 -3.352 -0.509  0.08
39 H 5.033 -2.545 -0.446  0.09
40 H 4.739 -0.866 -0.988  0.08
41 H 4.531 -1.274 0.705  0.09
42 H 3.184 -3.619 -2.094  0.08
43 H 1.700 -2.636 -2.263  0.08
44 H 3.263 -1.950 -2.693  0.09
45 H 0.162 -0.361 -1.665  0.11
46 H -1.795 1.046 -2.142  0.10
47 C -0.664 -2.225 9.072  0.01
48 N -0.910 -1.894 7.684  -0.05
49 C -0.854 -0.642 7.119  0.11
50 C -1.393 -0.732 5.801  -0.10
51 C -1.474 0.234 4.783  0.15
52 C -2.695 0.345 3.998  -0.23
53 C -2.807 -0.346 2.762  -0.08
54 C -3.931 -0.193 1.955  -0.06
55 C -4.978 0.637 2.373  -0.07
56 C -4.918 1.275 3.626  -0.07
57 C -3.791 1.142 4.429  -0.02
58 C -1.853 -2.115 5.627  -0.08
59 C -2.578 -2.805 4.663  0.02
60 C -2.775 -4.192 4.772  -0.04
61 C -2.178 -4.896 5.833  -0.05
62 C -1.553 -4.190 6.877  0.00
63 C -1.451 -2.810 6.779  -0.17
64 H -0.303 -3.255 9.126  0.09
65 H 0.030 -1.492 9.494  0.11
66 H -1.601 -2.211 9.643  0.11
67 H -0.447 0.239 7.628  0.16
68 H -0.725 1.035 4.721  0.15
69 H -1.959 -0.979 2.467  0.13
70 H -3.961 -0.726 0.999  0.13
71 H -5.851 0.769 1.729  0.11
72 H -5.764 1.873 3.982  0.11
73 H -3.704 1.652 5.404  0.12
74 H -2.989 -2.257 3.829  0.09
75 H -3.352 -4.712 4.002  0.12
76 H -2.243 -5.988 5.887  0.11
77 H -1.144 -4.686 7.752  0.11

The HOMO energy comes out at -6.043 eV. The value obtained for the strongest force on any atom is 3.38 eV/A. For the energy relative to the best compared isomer or geometry (same formula, charge and spin), the calculation gives 3.663 eV. The lowest unoccupied orbital energy is -3.195 eV.

***

(3)
C34H38N2O2PPdS as an isolated structure. Source: the OMol25 dataset; level of theory: ωB97M-V/def2-TZVPD.

Each line ends with the Löwdin charge.
Positions of all 79 atoms, in Å:
1 Pd 0.241 0.170 0.318  0.42
2 O -0.855 1.821 1.360  -0.26
3 N -0.667 2.053 2.629  -0.20
4 C -1.054 3.265 3.070  -0.07
5 C -0.891 3.677 4.365  -0.11
6 C -0.297 2.787 5.264  -0.13
7 C 0.062 1.548 4.824  -0.13
8 C -0.131 1.102 3.484  -0.70
9 S 0.232 -0.477 2.979  0.60
10 H -1.509 3.867 2.299  0.13
11 H -1.220 4.666 4.656  0.08
12 H -0.130 3.070 6.297  0.09
13 H 0.504 0.828 5.498  0.08
14 C 3.726 -1.274 0.279  -0.07
15 C 3.362 -1.486 -1.191  -0.39
16 C 3.321 -0.165 -1.956  -0.10
17 C 2.047 -2.267 -1.341  -0.31
18 C 2.248 -3.748 -0.984  -0.15
19 O 1.218 -4.066 -0.067  -0.06
20 C 0.433 -2.915 0.085  -0.34
21 N 0.923 -1.847 -0.504  0.02
22 C -0.783 -3.160 0.772  -0.18
23 C -0.895 -4.401 1.495  -0.06
24 C -2.054 -4.807 2.088  -0.14
25 C -3.229 -4.016 1.982  -0.14
26 C -3.148 -2.818 1.293  -0.16
27 C -1.972 -2.322 0.727  -0.33
28 P -2.025 -0.766 -0.226  1.04
29 C -3.252 -1.366 -1.517  -0.33
30 C -2.689 -2.025 -2.610  -0.10
31 C -3.472 -2.600 -3.604  -0.11
32 C -4.853 -2.519 -3.536  -0.13
33 C -5.435 -1.860 -2.460  -0.11
34 C -4.644 -1.291 -1.464  -0.10
35 C -3.146 0.349 0.737  -0.38
36 C -3.719 1.428 0.064  -0.13
37 C -4.503 2.361 0.730  -0.11
38 C -4.718 2.239 2.098  -0.13
39 C -4.134 1.183 2.783  -0.09
40 C -3.356 0.245 2.109  -0.10
41 H 4.641 -0.678 0.367  0.07
42 H 3.885 -2.227 0.799  0.07
43 H 2.923 -0.733 0.785  0.03
44 H 4.120 -2.132 -1.658  0.12
45 H 2.560 0.477 -1.509  0.02
46 H 3.073 -0.335 -3.011  0.07
47 H 4.286 0.353 -1.906  0.07
48 H 1.752 -2.180 -2.396  0.13
49 H 3.221 -3.926 -0.520  0.10
50 H 2.163 -4.399 -1.859  0.11
51 H -0.014 -5.024 1.569  0.09
52 H -2.076 -5.746 2.633  0.08
53 H -4.163 -4.336 2.429  0.07
54 H -4.052 -2.226 1.198  0.09
55 H -1.605 -2.090 -2.669  0.10
56 H -3.001 -3.111 -4.437  0.09
57 H -5.470 -2.962 -4.309  0.08
58 H -6.515 -1.793 -2.390  0.09
59 H -5.124 -0.783 -0.635  0.09
60 H -3.531 1.541 -0.999  0.11
61 H -4.929 3.197 0.186  0.09
62 H -5.317 2.972 2.628  0.08
63 H -4.268 1.094 3.856  0.10
64 H -2.859 -0.545 2.658  0.09
65 C 1.509 4.005 0.786  -0.10
66 C 2.165 2.920 -0.084  -0.71
67 C 3.682 3.213 -0.131  -0.10
68 C 1.597 3.051 -1.505  -0.10
69 C 1.896 1.540 0.502  -0.16
70 H 1.796 5.014 0.445  0.06
71 H 1.808 3.892 1.835  0.07
72 H 0.420 3.910 0.731  0.06
73 H 3.904 4.169 -0.639  0.06
74 H 4.205 2.410 -0.658  0.05
75 H 4.083 3.265 0.888  0.07
76 H 1.561 4.104 -1.827  0.06
77 H 0.590 2.631 -1.525  0.06
78 H 2.207 2.497 -2.227  0.06
79 H 2.380 1.486 1.495  0.00

Its net charge is -2. The HOMO energy (spin up / spin down) comes out at 1.000 / -0.216 eV. Its multiplicity is 4. The value obtained for the strongest force on any atom is 0.79 eV/A. For the energy relative to the best compared isomer or geometry (same formula, charge and spin), the calculation gives 1.218 eV. The lowest unoccupied orbital energy (spin up / spin down) is 4.756 / 4.744 eV.